Record 1
Molecular formula: C13H30MnN9OS
Method: DFT, ωB97M-V/def2-TZVPD

Positions of all 55 atoms, in Å:
Mn: 0.061 0.004 0.010
N: -1.820 0.806 -0.448
C: -2.162 0.519 -1.852
C: -1.039 0.994 -2.763
N: 0.310 0.608 -2.304
C: 0.802 -0.588 -3.000
C: -0.023 -1.802 -2.626
N: -0.079 -1.874 -1.161
C: 1.265 1.715 -2.455
C: 1.025 2.782 -1.409
N: 1.043 2.143 -0.093
H: -2.503 0.383 0.174
H: -1.855 1.808 -0.281
H: -3.093 1.004 -2.155
H: -2.317 -0.555 -1.932
H: -1.088 2.082 -2.828
H: -1.219 0.622 -3.778
H: 1.835 -0.748 -2.685
H: 0.798 -0.446 -4.088
H: 0.416 -2.696 -3.072
H: -1.034 -1.719 -3.023
H: 0.768 -2.307 -0.801
H: -0.854 -2.440 -0.833
H: 1.234 2.147 -3.463
H: 2.267 1.305 -2.307
H: 0.050 3.253 -1.548
H: 1.774 3.570 -1.517
H: 0.771 2.791 0.637
H: 1.983 1.839 0.151
C: 3.788 -3.507 2.906
N: 3.408 -2.727 1.733
C: 2.652 -1.640 1.763
N: 2.098 -1.258 2.903
S: 2.427 -0.735 0.305
H: 4.291 -4.407 2.565
H: 2.913 -3.796 3.485
H: 4.471 -2.939 3.540
H: 3.822 -2.941 0.842
H: 2.005 -1.889 3.691
H: 1.513 -0.436 2.859
N: 0.746 -3.310 4.675
C: -0.118 -3.162 3.915
N: -1.106 -2.998 3.057
C: -0.964 -2.053 2.200
N: -0.915 -1.190 1.414
C: 0.320 2.488 4.383
C: -0.314 1.791 3.218
C: -1.811 1.823 3.125
O: 0.362 1.208 2.382
H: 0.102 1.918 5.290
H: -0.120 3.476 4.523
H: 1.397 2.562 4.255
H: -2.261 1.713 4.111
H: -2.160 1.036 2.461
H: -2.119 2.803 2.748

As for the expectation value of S²: 1.24. The gap between HOMO and LUMO (alpha / beta) is 0.3170 / 0.3133 Ha. The HOMO energy (alpha / beta) comes out at -10.96 / -10.85 eV. Its total energy is -71577.6752 eV. Its lowest unoccupied orbital energy (alpha / beta) is -0.086 / -0.086 hartree. As for the total charge: +1. The spin multiplicity is 2. For the energy relative to the best compared isomer or geometry (same formula, charge and spin), the calculation gives 62.22 kJ/mol.

***

Record 2
Molecular formula: C17H12ClN3O4S
Method: DFT, ωB97M-V/def2-TZVPD

Positions of all 38 atoms, in Å:
O: -1.581 0.126 -2.448
O: 2.001 6.808 1.931
O: -0.082 6.150 2.194
Cl: 0.576 -5.709 1.646
N: -1.536 -1.623 -1.064
O: -0.425 4.407 -0.025
S: 0.219 -0.840 0.802
C: -1.181 -0.338 -1.384
C: -0.257 0.325 -0.462
C: 0.058 1.686 -0.494
C: -0.686 -2.070 -0.102
C: -1.988 -6.995 -1.176
C: 2.886 2.715 1.792
C: -2.380 -5.813 -1.800
C: -1.083 -6.958 -0.110
C: 2.074 1.950 0.954
C: 2.546 4.057 2.059
C: -1.860 -4.603 -1.368
C: -0.579 -5.708 0.320
C: 0.659 3.855 0.600
C: 0.932 2.490 0.393
C: 1.421 4.648 1.474
C: -0.984 -4.510 -0.295
N: 1.073 5.962 1.855
N: -0.398 -3.318 0.192
C: -0.085 5.346 -1.087
H: -0.410 2.245 -1.298
H: -2.378 -7.959 -1.462
H: 3.746 2.256 2.202
H: -3.109 -5.863 -2.622
H: -0.768 -7.863 0.436
H: 2.412 0.955 0.772
H: 3.126 4.628 2.749
H: -2.149 -3.731 -1.945
H: 0.257 -3.403 0.963
H: -0.992 5.850 -1.384
H: 0.645 6.056 -0.855
H: 0.281 4.788 -1.952

The gap between HOMO and LUMO is 0.2933 Ha. The HOMO energy comes out at -8.81 eV. Its total energy is -53837.7404 eV. Its lowest unoccupied orbital energy is -0.031 hartree. The spin multiplicity is 1. As for the SMILES: COc1c(/C=C2\SC(Nc3ccccc3Cl)=NC2=O)cccc1[N+](=O)[O-]. For the energy relative to the best compared isomer or geometry (same formula, charge and spin), the calculation gives 0.00 kJ/mol.